[1]
{
  "formula": "C24H51BrCl18FNO4P3",
  "method": "the ωB97M-V functional and the def2-TZVPD basis",
  "e_above_lowest_kj_mol": 112.6,
  "orbital_gap_ha": 0.18572,
  "lumo_ev": 1.87,
  "spin_multiplicity": 1,
  "total_charge": -1,
  "e_homo_ev": -3.19,
  "elements": ["C", "C", "P", "C", "F", "C", "C", "O", "C", "O", "P", "N", "O", "P", "O", "Br", "H", "H", "H", "H", "H", "H", "H", "H", "H", "H", "H", "H", "H", "H", "H", "Cl", "C", "C", "Cl", "H", "H", "H", "H", "Cl", "C", "C", "Cl", "H", "H", "H", "H", "Cl", "C", "C", "Cl", "H", "H", "H", "H", "Cl", "C", "C", "Cl", "H", "H", "H", "H", "Cl", "C", "C", "Cl", "H", "H", "H", "H", "Cl", "C", "C", "Cl", "H", "H", "H", "H", "Cl", "C", "C", "Cl", "H", "H", "H", "H", "Cl", "C", "C", "Cl", "H", "H", "H", "H", "Cl", "C", "C", "Cl", "H", "H", "H", "H"],
  "coordinates": [[-5.0587, 2.8994, 1.8691], [-4.0927, 2.0205, 1.6488], [-2.2499, 2.3534, 1.3438], [-2.6567, 3.9642, 0.4148], [-1.8888, 0.8439, 2.2230], [-0.3664, 2.6238, 1.1868], [0.2494, 2.6129, -0.1943], [0.7815, 1.3053, -0.5252], [1.0160, 1.1638, -1.8471], [1.8290, 1.8519, -2.4392], [-2.2208, 3.3683, 3.3912], [-0.6585, 3.0577, 4.1131], [-3.2582, 2.5144, 4.4302], [-2.3454, 1.1171, -0.5838], [-3.9380, 1.2796, -1.1034], [-2.0683, -1.0986, -0.1625], [-5.8891, 2.5786, 2.5000], [-5.1400, 3.8854, 1.4369], [-4.3822, 0.9774, 1.6634], [-3.0079, 4.6602, 1.1698], [-1.7987, 4.4318, -0.0609], [-3.4703, 3.8119, -0.2857], [0.1634, 1.9458, 1.8352], [-0.1668, 3.6178, 1.5846], [-0.3762, 3.0180, -0.9811], [1.1215, 3.2717, -0.1652], [0.4309, 0.3868, -2.3519], [-0.4491, 2.0626, 4.1289], [-0.7247, 3.4348, 5.0489], [-2.7719, 1.7098, 4.6556], [-4.2265, 0.4214, -1.4356], [-4.9024, -1.3801, -2.8909], [-4.4405, -1.0601, -4.5819], [-5.3348, -0.0412, -5.2326], [-6.9892, -0.6628, -5.4976], [-4.4514, -2.0055, -5.1187], [-3.4143, -0.6903, -4.5581], [-4.9369, 0.2225, -6.2091], [-5.4074, 0.8625, -4.6325], [-1.4628, -0.4168, -5.7371], [-0.8433, -0.0802, -7.3757], [-1.6757, 0.9327, -8.1165], [-3.2838, 0.2970, -8.5530], [-0.7940, -1.0227, -7.9147], [0.1695, 0.3004, -7.2534], [-1.1808, 1.1994, -9.0487], [-1.8177, 1.8371, -7.5308], [1.9692, 4.6903, 4.4926], [3.5432, 3.8491, 4.4245], [3.8196, 3.1969, 3.0942], [2.7695, 1.7925, 2.7946], [3.5674, 3.1188, 5.2298], [4.3010, 4.6060, 4.6212], [4.8455, 2.8293, 3.0772], [3.6911, 3.8949, 2.2731], [1.7256, -3.2687, -2.0955], [2.5178, -2.1288, -0.9735], [4.0191, -2.1956, -1.0552], [4.6657, -3.7360, -0.4169], [2.1594, -2.3450, 0.0295], [2.1838, -1.1305, -1.2460], [4.4563, -1.3995, -0.4561], [4.3696, -2.0871, -2.0779], [7.5409, -1.2437, -0.1720], [8.1947, -2.8930, -0.0193], [9.6872, -2.8970, 0.1861], [10.5717, -2.3623, -1.2674], [7.9118, -3.4490, -0.9089], [7.7043, -3.3486, 0.8391], [10.0229, -3.9090, 0.4059], [9.9769, -2.2512, 1.0108], [1.9303, -8.8323, 1.1877], [2.0980, -7.0763, 0.9108], [3.2084, -6.4771, 1.7316], [2.8341, -6.4723, 3.4771], [1.1425, -6.6104, 1.1308], [2.3079, -6.9398, -0.1487], [3.3600, -5.4412, 1.4369], [4.1422, -7.0162, 1.5917], [-6.8044, 1.3393, 3.9340], [-7.3160, -0.3688, 4.0537], [-6.1775, -1.3397, 3.8715], [-5.5605, -1.3693, 2.2038], [-8.0976, -0.5364, 3.3169], [-7.7446, -0.4944, 5.0478], [-6.5260, -2.3479, 4.0930], [-5.3471, -1.1072, 4.5339], [-0.0030, -8.4891, -1.8722], [-1.5323, -7.9207, -1.1537], [-1.8208, -6.4824, -1.4993], [-0.6876, -5.3559, -0.7175], [-1.4723, -8.0701, -0.0782], [-2.3235, -8.5575, -1.5459], [-2.8190, -6.2150, -1.1561], [-1.7710, -6.3138, -2.5719], [1.8936, 6.4387, 0.8711], [2.6432, 7.6974, 1.8804], [4.1386, 7.7508, 1.6948], [4.9295, 6.3001, 2.3589], [2.3776, 7.5003, 2.9167], [2.2040, 8.6492, 1.5850], [4.5500, 8.6095, 2.2231], [4.4082, 7.8324, 0.6451]]
}

[2]
{
  "formula": "C33H25CaN9O11",
  "method": "the ωB97M-V functional and the def2-TZVPD basis",
  "orbital_gap_ha": 0.19821,
  "lumo_ev": 3.20,
  "spin_multiplicity": 1,
  "total_charge": -2,
  "e_homo_ev": -2.19,
  "elements": ["Ca", "O", "C", "C", "C", "C", "C", "C", "C", "O", "N", "N", "C", "C", "C", "C", "C", "C", "C", "O", "H", "H", "H", "H", "H", "H", "H", "H", "H", "H", "O", "C", "O", "C", "C", "C", "C", "C", "C", "O", "N", "O", "O", "N", "O", "O", "H", "H", "N", "C", "C", "C", "C", "C", "C", "C", "N", "C", "C", "N", "C", "H", "H", "H", "H", "H", "H", "H", "C", "N", "C", "N", "O", "H", "H", "H", "H", "H", "H"],
  "coordinates": [[-0.4525, -0.4608, 0.2342], [4.5158, -0.2754, 2.9677], [4.5720, -1.4979, 2.4282], [5.6798, -2.3057, 2.7062], [5.7657, -3.5851, 2.1856], [4.7524, -4.0905, 1.3745], [3.6601, -3.2820, 1.0895], [3.5490, -1.9922, 1.5949], [2.3489, -1.1716, 1.2097], [1.5431, -1.6473, 0.3607], [2.3006, 0.0051, 1.8245], [1.1505, 0.7518, 1.4908], [0.9797, 1.8370, 2.1323], [-0.1497, 2.7685, 1.9326], [-0.2150, 3.8593, 2.7978], [-1.2174, 4.8123, 2.7243], [-2.1941, 4.6546, 1.7344], [-2.1619, 3.5943, 0.8528], [-1.1453, 2.6055, 0.9111], [-1.1068, 1.6363, 0.0721], [3.5935, 0.0821, 2.7030], [6.4539, -1.9018, 3.3476], [6.6307, -4.1965, 2.4206], [4.8133, -5.0938, 0.9722], [2.8519, -3.6237, 0.4544], [1.7078, 2.1061, 2.9031], [0.5517, 3.9448, 3.5639], [-1.2503, 5.6405, 3.4202], [-3.0018, 5.3769, 1.6596], [-2.9251, 3.4667, 0.0944], [-1.3559, -0.2021, 3.6910], [-1.8248, -0.8405, 2.7584], [-1.1765, -1.6262, 1.9640], [-3.3184, -0.7374, 2.4737], [-4.1660, -0.7576, 3.5364], [-5.5619, -0.7049, 3.3437], [-6.1041, -0.6162, 2.0905], [-5.2628, -0.5905, 0.9928], [-3.8162, -0.6210, 1.0887], [-3.0458, -0.5344, 0.1167], [-5.9413, -0.5278, -0.3048], [-7.1383, -0.2551, -0.3265], [-5.3030, -0.7558, -1.3193], [-6.4615, -0.7670, 4.4858], [-5.9701, -0.8906, 5.5984], [-7.6693, -0.6945, 4.2941], [-3.7533, -0.8002, 4.5347], [-7.1722, -0.5768, 1.9501], [7.9228, 3.5725, -5.8389], [6.9364, 3.1823, -5.3973], [5.6796, 2.6862, -4.8488], [4.6426, 2.3504, -5.7047], [3.4487, 1.8733, -5.1919], [3.2837, 1.7427, -3.8158], [4.3237, 2.0901, -2.9561], [5.5202, 2.5519, -3.4768], [2.0717, 1.2597, -3.3055], [0.8121, 1.2901, -3.9129], [-0.0377, 0.7324, -3.0231], [0.6488, 0.3425, -1.8847], [1.8813, 0.6685, -2.0795], [4.7704, 2.4482, -6.7744], [2.6513, 1.5798, -5.8589], [4.1957, 2.0186, -1.8853], [6.3271, 2.8207, -2.8086], [0.6515, 1.7411, -4.8749], [-1.1057, 0.6075, -3.0942], [2.6855, 0.4713, -1.3866], [-4.1524, -3.6768, -2.2967], [-2.8118, -3.1372, -2.4233], [-2.0396, -2.8122, -1.3353], [-2.3731, -3.3730, -0.1389], [-1.0398, -2.1084, -1.4859], [-4.5178, -3.9297, -3.2916], [-4.8538, -2.9833, -1.8290], [-4.1256, -4.6079, -1.7282], [-2.6625, -2.4661, -3.1594], [-3.3577, -3.5315, 0.0056], [-1.9343, -2.9225, 0.6699]]
}

[3]
{
  "formula": "C8H10O2",
  "method": "the ωB97M-V functional and the def2-TZVPD basis",
  "smiles": "c1ccccc1.CC(=O)O",
  "e_above_lowest_kj_mol": 190.8,
  "orbital_gap_ha": 0.37597,
  "lumo_ev": 0.74,
  "spin_multiplicity": 1,
  "e_homo_ev": -9.49,
  "elements": ["C", "C", "C", "C", "C", "C", "C", "C", "H", "H", "H", "H", "H", "H", "H", "H", "H", "H", "O", "O"],
  "coordinates": [[-0.4570, -2.1692, -1.5971], [0.3013, -1.3386, -2.4943], [1.6006, -1.0289, -2.0095], [2.0814, -1.4578, -0.7795], [1.2254, -2.1545, 0.0690], [0.0431, -2.6255, -0.4483], [-1.4499, 2.1542, 1.6873], [-1.4757, 3.6046, 2.2323], [-1.5066, -2.7207, -1.8874], [-0.1355, -1.0458, -3.3585], [2.3430, -0.4425, -2.4192], [3.1639, -1.4627, -0.5921], [1.7276, -2.6595, 0.9769], [-0.4643, -3.2654, 0.2113], [-0.3227, 1.2878, 0.4580], [-2.2766, 3.8213, 2.9610], [-0.3568, 3.8015, 2.5477], [-1.5815, 4.3445, 1.4061], [-2.0173, 1.2205, 2.2493], [-0.4423, 2.1367, 0.7870]]
}

[4]
{
  "formula": "C3H5NO",
  "method": "the ωB97M-V functional and the def2-TZVPD basis",
  "e_above_lowest_kj_mol": 243.2,
  "orbital_gap_ha": 0.34589,
  "lumo_ev": 0.19,
  "spin_multiplicity": 1,
  "e_homo_ev": -9.22,
  "elements": ["C", "C", "C", "H", "H", "H", "H", "H", "N", "O"],
  "coordinates": [[0.4379, -0.4122, -0.0022], [-0.3801, 0.6231, 0.0622], [-1.7727, 0.2608, -0.1357], [2.4555, -1.1633, 0.5204], [2.1852, 0.5939, 0.1186], [-0.0429, -1.4235, 0.0308], [-0.0562, 1.5908, -0.0586], [-2.4173, 1.1407, -0.1572], [1.7757, -0.3182, -0.2968], [-2.1850, -0.8921, -0.0814]]
}